[1]
{
  "formula": "C6H17N3",
  "method": "ωB97M-V with the def2-TZVPD basis set",
  "elements": ["C", "C", "N", "N", "C", "C", "N", "C", "C", "H", "H", "H", "H", "H", "H", "H", "H", "H", "H", "H", "H", "H", "H", "H", "H", "H"],
  "coordinates": [[-0.44, 1.28, -0.95], [-0.49, 0.39, 0.29], [0.83, -0.55, 0.34], [1.97, -0.14, 0.35], [2.96, -1.16, 0.25], [2.42, 1.24, 0.44], [-1.58, -0.58, 0.37], [-1.82, -1.56, -0.70], [-2.78, 0.31, 0.57], [0.65, 1.53, -1.33], [-0.91, 2.17, -0.64], [-0.95, 0.79, -1.87], [-0.60, 0.88, 1.28], [3.97, -0.76, 0.32], [3.04, -1.83, -0.69], [2.63, -1.92, 0.90], [2.69, 1.61, -0.53], [3.40, 1.30, 1.04], [1.51, 1.82, 0.68], [-1.33, -1.23, 1.11], [-2.53, -1.16, -1.53], [-0.84, -1.78, -1.22], [-2.20, -2.45, -0.24], [-3.07, 0.86, -0.39], [-3.81, -0.12, 0.79], [-2.71, 1.06, 1.36]],
  "charge": 2,
  "smiles": "C[C@H](N=[N+](C)C)[NH+](C)C",
  "energy_ha": -402.3116,
  "homo_lumo_gap_ha": 0.38935,
  "homo_energy_ev": -19.807
}

[2]
{
  "formula": "C6H17NO",
  "method": "ωB97M-V with the def2-TZVPD basis set",
  "elements": ["C", "C", "C", "C", "C", "C", "N", "H", "H", "H", "H", "H", "H", "H", "H", "H", "H", "H", "H", "H", "H", "H", "H", "H", "O"],
  "coordinates": [[0.82, -2.16, -1.96], [-0.39, -1.26, -2.02], [-0.85, -0.78, -0.65], [0.06, 0.24, 0.05], [-0.64, 1.62, 0.19], [-1.67, 1.53, 1.34], [-1.02, 1.64, 2.63], [0.69, -3.11, -1.45], [1.60, -1.66, -1.37], [1.27, -2.37, -2.93], [-1.23, -1.70, -2.56], [-0.16, -0.40, -2.67], [-1.05, -1.62, 0.03], [-1.87, -0.38, -0.76], [0.26, -0.08, 1.07], [1.04, 0.37, -0.41], [-1.18, 1.82, -0.73], [0.06, 2.35, 0.56], [-2.38, 2.35, 1.26], [-2.24, 0.61, 1.40], [-1.07, 0.95, 3.36], [-0.41, 2.41, 2.85], [2.79, -0.59, 0.79], [4.03, 0.24, 1.39], [3.57, -0.04, 0.58]],
  "s_squared": 0.7504,
  "spin_multiplicity": 2,
  "charge": -1,
  "energy_ha": -368.7288,
  "homo_lumo_gap_ha": [0.08839, 0.33451],
  "homo_energy_ev": [1.172, -5.572]
}

[3]
{
  "formula": "C6H17NO",
  "method": "ωB97M-V with the def2-TZVPD basis set",
  "elements": ["C", "C", "C", "N", "H", "H", "H", "H", "H", "H", "H", "H", "H", "H", "C", "O", "C", "C", "H", "H", "H", "H", "H", "H", "H"],
  "coordinates": [[-0.68, -1.49, -0.84], [0.08, -1.28, -2.15], [0.44, -2.60, -2.82], [-1.09, -0.22, -0.26], [-1.56, -2.13, -0.99], [-0.05, -1.96, -0.08], [0.98, -0.71, -1.92], [-0.56, -0.67, -2.79], [0.82, -3.34, -2.11], [-0.39, -3.05, -3.36], [1.24, -2.45, -3.55], [0.05, 0.59, -0.13], [-1.79, 0.33, -0.76], [-1.36, -0.33, 0.73], [1.39, 1.31, 1.33], [0.99, 1.24, -0.01], [0.33, 1.35, 2.42], [-0.71, 2.46, 2.16], [1.95, 2.26, 1.42], [2.11, 0.51, 1.55], [0.80, 1.54, 3.38], [-0.19, 0.39, 2.48], [-1.23, 2.26, 1.23], [-0.14, 3.39, 2.07], [-1.41, 2.58, 2.99]],
  "s_squared": 0.7504,
  "spin_multiplicity": 2,
  "charge": -1,
  "energy_ha": -368.7281,
  "homo_lumo_gap_ha": [0.10189, 0.33467],
  "homo_energy_ev": [1.069, -5.301]
}

Record-wise relative energy (zero: lowest compared OMol25 entry of this formula, charge and spin) values, in kcal per mole: 60.67, 12.01, 12.42